{"formula": "CHClFO3", "method": "wB97M-V/def2-TZVPD", "species": ["C", "O", "O", "O", "F", "Cl", "H"], "positions_angstrom": [[-0.58958, -0.07525, 0.57084], [-1.00492, 2.98908, -1.89087], [-1.14605, 1.57998, -0.34161], [-0.88959, 1.85724, -1.61306], [-1.53830, -0.81691, 0.05034], [-0.78459, 0.58538, 2.03302], [0.39210, -0.15178, -0.03626]], "atomic_forces_ev_per_a": [[0.02, -0.59, -3.36], [-0.27, 1.76, -0.76], [0.20, 0.45, -0.65], [0.17, -1.82, 1.29], [1.15, 0.48, 1.21], [0.15, -0.31, 0.65], [-1.41, 0.02, 1.61]], "nbo_charge": [0.42, 0.09, -0.24, 0.37, -0.22, 0.33, 0.26], "relative_energy_kcal_mol": 68.91, "homo_energy_ev": [-17.9274, -17.9111], "orbital_gap_ha": [0.3513, 0.3547], "charge": 1, "largest_force_ev_per_a": 3.41, "energy_ha": -823.845363, "e_lumo_ev": [-8.4, -8.3]}